94
Properties=species:S:1:pos:R:3:lowdin_spin:R:1 method="wB97M-V/def2-TZVPD" spin_multiplicity=5 lumo_energy_ev="-7.97 / -9.77" total_charge=+3 gap_ev="7.4 / 6.4"
Pt 0.126 -0.099 -0.345 1.275
Cl -3.018 -6.477 -1.784 0.125
C -2.743 -4.884 -1.409 0.242
C -3.796 -4.112 -0.926 -0.006
C -3.644 -2.787 -0.612 0.179
I -5.195 -1.784 0.254 0.055
C -2.381 -2.084 -0.914 0.093
O -2.231 -0.870 -0.926 0.206
C -1.246 -2.971 -1.094 0.070
N -0.009 -2.391 -0.920 0.115
C 1.075 -3.144 -1.185 0.021
C 0.960 -4.432 -1.716 0.003
C -0.286 -5.054 -1.835 0.024
C -1.422 -4.311 -1.424 0.025
H -4.717 -4.560 -0.717 -0.004
H 2.080 -2.735 -0.963 0.001
H 1.879 -4.985 -1.942 0.000
H -0.372 -6.039 -2.244 0.002
C -1.342 -2.272 2.208 0.002
N -0.398 -1.332 2.810 0.014
C -0.070 -1.434 4.238 0.001
C 0.497 -0.039 4.553 0.002
N -0.080 0.750 3.515 0.015
C 0.320 2.132 3.452 0.001
C -0.543 -0.007 2.535 0.021
N -1.103 0.406 1.403 0.154
C -2.019 1.594 1.545 0.021
C -3.214 1.697 0.581 0.086
N -2.950 2.237 -0.721 0.636
C -3.866 2.124 -1.706 0.062
N -3.473 2.061 -2.939 0.048
C -2.143 2.057 -3.426 0.005
C -4.631 2.074 -3.875 0.005
C -5.710 2.499 -2.920 0.008
N -5.177 2.307 -1.549 0.064
C -5.975 2.833 -0.357 0.003
H -1.810 -2.810 3.031 0.000
H -0.934 -2.903 1.466 0.001
H -2.132 -1.659 1.735 0.001
H 0.653 -2.204 4.374 0.000
H -0.919 -1.704 4.842 0.000
H 1.613 0.009 4.487 0.001
H 0.242 0.346 5.562 0.000
H 1.375 2.291 3.991 0.001
H -0.373 2.706 4.060 0.001
H 0.354 2.510 2.452 0.000
H -1.478 2.566 1.557 0.001
H -2.429 1.503 2.528 0.005
H -3.904 2.418 1.029 0.043
H -3.744 0.762 0.454 0.012
H -1.513 1.285 -2.927 0.001
H -1.695 3.001 -3.169 0.002
H -2.149 1.946 -4.498 0.000
H -4.729 1.063 -4.305 0.001
H -4.463 2.744 -4.696 0.002
H -6.624 1.905 -2.952 0.004
H -5.876 3.561 -2.971 0.001
H -6.823 3.346 -0.769 0.000
H -5.337 3.453 0.276 0.002
H -6.428 2.050 0.286 0.001
F 4.090 5.985 -0.815 0.000
C 3.785 4.746 -0.643 0.000
C 4.711 3.741 -0.547 0.001
F 5.997 4.039 -0.611 0.000
C 4.277 2.432 -0.387 0.004
F 5.260 1.524 -0.304 0.000
C 2.910 2.088 -0.307 0.018
P 2.394 0.377 -0.170 0.100
C 3.342 -0.499 -1.419 0.029
C 2.857 -0.491 -2.737 0.019
C 3.476 -1.166 -3.748 0.000
C 4.665 -1.841 -3.482 0.008
C 5.117 -1.950 -2.190 0.002
C 4.463 -1.287 -1.158 0.009
C 3.075 -0.254 1.418 0.006
C 2.786 -1.569 1.770 0.004
C 3.431 -2.146 2.878 -0.001
C 4.251 -1.406 3.711 0.004
C 4.480 -0.079 3.395 0.000
C 3.931 0.495 2.237 0.004
C 2.013 3.125 -0.449 0.004
Br 0.157 2.833 -0.416 0.117
C 2.410 4.440 -0.576 0.002
F 1.471 5.385 -0.718 0.004
H 1.985 0.124 -2.952 0.007
H 3.160 -1.150 -4.801 0.000
H 5.202 -2.400 -4.241 0.000
H 5.935 -2.579 -1.898 0.000
H 4.825 -1.399 -0.140 0.000
H 2.193 -2.207 1.141 0.001
H 3.188 -3.208 3.169 0.000
H 4.771 -1.906 4.536 0.000
H 5.153 0.517 4.006 0.000
H 4.179 1.530 1.964 0.000

5
Properties=species:S:1:pos:R:3:mulliken_charge:R:1 method="wB97M-V/def2-TZVPD" lumo_energy_ev="-3.60 / -3.82" gap_ev="5.1 / 4.5"
C -0.049 0.496 -0.571 -0.102
S -1.166 1.083 0.561 -0.101
S 1.263 -0.412 -0.458 -0.113
H -0.038 0.917 -1.604 0.308
H -0.010 -2.085 2.072 0.008

Relative energy (zero: lowest compared OMol25 entry of this formula, charge and spin), record by record: 12.1; 538.2 kJ/mol
Strongest force on any atom, record by record: 2.7; 2.3 eV/Å
Total energy, record by record: -6158.4893; -835.4428 Ha